1.
Here is a molecular structure, C40H34FN13O6PbSe in a non-equilibrium geometry from OMol25. Energies are from wB97M-V/def2-TZVPD.

HOMO level: -0.016 Eh
Orbital gap: 3.748 eV
Net charge: -2

```
96
Properties=species:S:1:pos:R:3:forces:R:3
Pb -0.604259 0.222972 0.443763 -0.39 -0.92 -0.66
O -0.876634 1.992597 5.200154 -0.32 -0.02 1.13
C -2.204704 1.671808 5.412394 -0.30 -0.81 -1.04
C -2.662024 1.156251 6.638270 0.32 0.39 -0.47
C -3.931763 0.621541 6.757893 -1.21 0.18 -0.61
C -4.794403 0.622627 5.648144 0.68 -0.72 0.34
C -4.322014 1.086357 4.420051 -1.26 -0.03 0.25
C -3.077560 1.654541 4.269323 0.97 0.60 1.12
C -2.682031 2.230052 2.950981 0.26 -1.24 -1.89
O -1.758510 3.062501 2.840871 -0.56 -0.10 0.72
N -3.351491 1.626892 1.877638 -0.49 0.40 1.75
N -2.837168 2.033833 0.752419 1.41 0.96 -2.35
C -3.289861 1.741613 -0.445063 -0.79 -0.82 2.55
C -2.649169 2.138063 -1.665291 -0.25 0.75 -0.32
C -3.333689 1.851494 -2.870186 0.40 0.26 -0.05
C -2.634087 2.034723 -4.054920 -0.14 -0.09 0.90
C -1.387728 2.680682 -3.995352 0.05 -0.07 -0.50
C -0.891062 3.109709 -2.778106 -0.35 -0.45 0.29
N -1.483793 2.796925 -1.625992 0.27 0.05 -0.11
H -0.372260 1.730992 5.998529 -0.44 0.21 -0.63
H -2.030360 1.177953 7.513453 0.35 -0.03 0.04
H -4.303981 0.214585 7.703901 0.35 0.17 -0.26
H -5.759976 0.111257 5.707781 0.30 0.37 -0.02
H -4.976881 1.027932 3.549327 0.35 0.02 0.15
H -4.144581 1.081225 -0.546754 -0.29 -0.02 0.02
H -4.382553 1.523576 -2.817163 0.81 -0.29 -0.15
H -3.057585 1.601492 -4.951488 0.13 0.39 -0.30
H -0.784674 2.844329 -4.877726 -0.09 0.01 -0.20
H 0.048716 3.661667 -2.686256 -0.21 -0.15 -0.21
N 0.134905 2.691274 1.046213 -0.41 -0.06 0.29
C 1.310756 2.642977 1.777607 0.21 0.20 0.12
C 2.353127 3.572346 1.708041 -0.69 -0.07 -1.01
C 3.433702 3.549996 2.587593 0.44 -0.67 1.09
C 3.492490 2.595262 3.602553 0.20 0.54 -0.26
C 2.508375 1.572482 3.694918 -0.61 0.87 -1.22
C 2.486318 0.623258 4.733154 -1.00 -0.52 -0.48
C 1.503124 -0.346237 4.698612 0.25 0.19 0.21
C 0.621031 -0.425639 3.595576 -0.35 0.32 -0.50
N 0.572815 0.486752 2.625051 0.51 0.00 1.37
C 1.437098 1.547215 2.701629 1.09 -0.11 0.97
H 0.069809 3.292248 0.219372 0.14 -0.32 0.50
H -0.749897 2.784852 1.677644 0.82 0.21 -0.71
H 2.313578 4.327105 0.904563 -0.10 -0.29 0.58
H 4.215402 4.321533 2.529965 -0.41 -0.41 -0.05
H 4.302808 2.637432 4.345554 -0.41 -0.11 -0.36
H 3.209777 0.702890 5.530047 0.09 -0.13 0.12
H 1.371424 -1.063810 5.511188 0.19 0.12 -0.34
H -0.093528 -1.257143 3.532003 0.25 0.40 -0.19
N -4.507508 -2.763302 -1.908125 -0.08 1.09 -0.27
N -3.265200 -2.407025 -2.210396 0.16 0.25 0.89
N -2.292182 -3.223120 -2.639419 -0.89 0.02 -0.05
C -1.227178 -2.437553 -2.684437 -0.80 0.97 0.40
N -1.503545 -1.167503 -2.304035 0.19 -0.80 -0.26
N -2.826492 -1.145412 -1.968635 0.48 -1.73 -0.83
H -4.594711 -3.772891 -1.932146 0.66 0.03 -0.15
H -4.625514 -1.650890 -0.032610 -0.20 -1.18 -3.01
H -0.304157 -2.895770 -3.010921 0.28 0.62 0.16
N 1.845395 -0.922988 -10.095079 0.20 0.46 1.72
C 1.928608 -0.676576 -8.959450 -0.26 -0.42 -1.27
C 1.993461 -0.414261 -7.535567 0.59 -0.15 -0.32
C 0.879303 -0.597871 -6.734896 -0.75 0.07 0.92
C 0.941352 -0.317492 -5.358579 0.09 -0.04 -1.06
C 2.163147 0.069931 -4.818659 0.06 0.40 1.26
C 3.320308 0.201870 -5.592182 -1.04 -0.14 -0.70
C 3.210697 -0.019596 -6.966364 0.53 0.15 0.35
N 2.221400 0.406313 -3.427403 0.39 0.53 0.75
C 3.329485 0.794275 -2.651009 0.32 0.33 -0.54
C 2.883458 1.198059 -1.434637 -0.70 -0.18 -0.12
N 1.489889 1.048079 -1.385345 0.67 -0.08 -1.48
C 1.155655 0.612876 -2.593064 -0.61 -0.29 0.84
H -0.061764 -0.951765 -7.169593 0.39 0.24 0.17
H 0.044137 -0.339938 -4.746568 0.14 -0.29 -0.12
H 4.212367 0.548383 -5.102795 0.30 -0.06 -0.27
H 4.080308 0.117588 -7.613459 -0.28 -0.06 0.23
H 4.324922 0.836810 -3.053937 0.03 -0.18 0.02
H 3.454558 1.616138 -0.594911 -0.37 -0.46 -0.50
H 0.136762 0.344275 -2.881732 0.29 0.13 0.30
F 4.362319 -6.719122 1.283766 0.51 -0.99 0.26
C 3.756011 -5.542567 1.012771 -0.47 1.09 -0.89
C 3.119032 -5.360806 -0.224926 -0.04 0.26 0.34
C 2.533368 -4.131873 -0.498799 0.26 -0.53 -0.01
C 2.573401 -3.049407 0.420070 -0.04 0.59 0.44
C 2.070455 -1.787242 0.107552 -0.76 0.03 -0.47
C 3.210980 -3.288028 1.671883 0.25 -0.93 -0.27
C 3.832533 -4.500908 1.928193 -0.17 -0.14 0.27
H 3.064153 -6.150839 -0.983873 0.12 0.15 0.49
H 2.035183 -3.985878 -1.455244 0.04 0.00 0.14
H 1.686841 -1.630728 -0.890176 -0.02 0.28 -0.10
H 2.156453 -0.967751 0.792202 0.30 0.45 0.16
H 3.227384 -2.529072 2.438757 0.04 0.28 -0.02
H 4.364673 -4.644782 2.873814 -0.18 -0.10 -0.27
O -4.534658 -1.365795 0.842341 1.81 -0.22 3.60
Se -3.172227 -2.416495 1.579652 -0.98 3.07 -3.24
O -2.848607 -3.489748 0.429101 0.21 -0.22 0.71
O -1.957775 -1.283494 1.745200 -0.19 -0.63 0.32
O -3.843498 -2.811133 2.941839 -0.24 -0.83 1.78
```
Positions in Å, forces in eV/Å.


2.
Here is 2 unconnected molecules or ions with the total composition C5H13NO in a non-equilibrium geometry from OMol25. Energies are from wB97M-V/def2-TZVPD.

HOMO level: -0.308 Eh
Orbital gap: 9.381 eV
Net charge: 0

```
20
Properties=species:S:1:pos:R:3:forces:R:3
C 3.228400 0.589334 -0.293724 0.49 0.38 -1.18
C 1.861305 0.931737 0.228297 0.10 -1.66 0.62
C 0.767855 0.405861 -0.334404 0.48 -1.10 1.19
N -0.430722 0.145958 0.355228 -1.15 1.02 -0.58
C -1.674767 0.492960 -0.375530 0.78 1.45 0.56
C -2.874171 0.389154 0.558707 -0.45 -1.48 -1.49
H 3.545915 1.461937 -0.869158 0.30 -0.30 -0.58
H 4.086418 0.430548 0.356163 -0.55 0.16 0.97
H 3.242528 -0.343931 -0.890064 -0.28 0.74 -0.15
H 1.802322 1.250191 1.263117 -0.18 0.54 -0.07
H 0.864192 -0.240851 -1.213990 -0.05 0.68 -0.22
H -0.521406 0.537335 1.283468 0.67 0.14 0.05
H -1.626149 -0.141781 -1.248072 -0.91 -0.40 -0.25
H -1.717519 1.540811 -0.776493 0.68 -0.55 0.30
H -3.725709 0.813213 0.021926 -0.10 0.00 0.25
H -2.794159 0.872609 1.527175 0.38 0.10 -0.02
H -3.075244 -0.685311 0.662871 -0.21 0.26 0.53
O -0.251553 -3.150372 -0.290996 0.27 0.18 -0.51
H 0.007092 -2.241946 -0.501584 -0.07 -0.18 0.16
H -0.714628 -3.057456 0.537063 -0.22 0.04 0.42
```
Positions in Å, forces in eV/Å.


3.
Here is a molecular structure, C20H34CsN10S5Sb in a non-equilibrium geometry from OMol25. Energies are from wB97M-V/def2-TZVPD.

HOMO level: 0.010 Eh
Orbital gap: 3.190 eV
Net charge: -2

```
71
Properties=species:S:1:pos:R:3:forces:R:3
Cs 1.756370 0.496901 1.214047 -0.69 0.13 -0.72
C -0.088706 5.934513 3.630770 0.02 -0.02 -0.03
C 0.859777 5.880525 2.492659 0.11 0.10 0.00
N 1.656764 6.827952 2.088604 -0.02 -0.05 -0.01
N 2.358727 6.244088 1.062541 -0.20 -0.15 0.12
C 2.020813 4.956122 0.839935 -0.09 0.06 0.12
S 2.710332 3.863035 -0.219392 0.16 0.12 -0.19
N 1.017521 4.751473 1.737388 0.14 0.07 -0.10
N 0.380770 3.521323 1.898390 0.05 -0.03 0.08
H 0.067312 6.856476 4.184541 0.01 0.00 0.01
H 0.070928 5.065861 4.276417 -0.01 0.00 0.02
H -1.123333 5.893525 3.284441 0.00 0.01 -0.01
H 3.120184 6.720236 0.616046 -0.02 -0.02 0.03
H -0.461351 3.649293 2.459891 -0.01 0.02 -0.07
H 0.970669 2.985367 2.576665 0.04 -0.02 -0.05
C 0.254308 -4.207485 -1.432437 -0.04 -0.02 -0.02
N 0.150219 -4.286720 -0.001200 0.02 0.08 0.03
C -0.184749 -5.583206 0.525136 -0.03 -0.04 0.03
C 0.044219 -3.130604 0.778679 -0.08 0.10 -0.12
N -0.501307 -2.017024 0.361856 0.19 -0.20 0.09
C -1.581075 -2.048689 -0.505836 0.04 0.27 -0.05
C -2.556921 -3.052993 -0.462757 -0.05 -0.01 -0.07
C -3.666553 -3.050052 -1.297021 0.04 -0.08 0.09
C -3.850095 -2.009611 -2.188821 -0.04 0.09 -0.09
C -2.926410 -0.972834 -2.214900 -0.02 -0.06 0.05
C -1.794523 -0.960278 -1.396796 -0.13 -0.19 0.00
N -0.969976 0.166989 -1.371245 0.19 0.17 -0.08
C -0.653888 0.773819 -2.463035 -0.08 -0.18 0.05
N -0.414071 2.122298 -2.472026 0.08 -0.02 0.06
C -0.787429 2.892288 -1.297217 -0.06 -0.01 0.05
C 0.681551 2.690312 -3.238535 -0.02 0.01 -0.07
N -0.514041 0.167361 -3.714608 0.08 0.03 0.00
C -1.137882 0.722270 -4.888172 -0.04 0.01 -0.02
C -0.148540 -1.221501 -3.803043 -0.06 -0.09 0.02
N 0.599261 -3.221437 2.001370 -0.10 -0.03 0.01
C 0.320528 -2.228544 3.035131 0.29 -0.01 -0.06
C 1.710899 -4.103857 2.314359 0.05 -0.02 0.00
H 0.963735 -4.964180 -1.784997 0.00 0.00 0.01
H 0.630618 -3.227798 -1.707417 0.02 0.06 -0.03
H -0.706798 -4.365206 -1.939139 0.00 0.01 -0.01
H -1.081973 -5.978933 0.027859 0.00 0.01 -0.01
H -0.389473 -5.512191 1.590207 0.00 0.00 0.01
H 0.629378 -6.302580 0.378169 0.00 -0.01 0.00
H -2.451932 -3.843995 0.269356 0.05 -0.01 0.03
H -4.398215 -3.846260 -1.222877 0.01 -0.01 0.00
H -4.721679 -1.980175 -2.832354 0.01 0.02 0.00
H -3.094251 -0.120875 -2.864588 -0.01 0.02 0.00
H -1.717385 2.498416 -0.894337 0.00 0.02 0.02
H -0.927772 3.931542 -1.607846 0.01 0.00 0.04
H -0.032176 2.864810 -0.507909 -0.05 0.00 -0.08
H 1.040486 1.971464 -3.970454 -0.01 -0.01 -0.01
H 1.507150 2.971815 -2.580550 -0.02 0.02 0.03
H 0.345818 3.590895 -3.763622 0.02 -0.01 0.00
H -1.418202 1.756744 -4.706243 0.00 0.01 0.01
H -2.044776 0.160114 -5.156224 0.02 -0.01 0.00
H -0.457405 0.691269 -5.746578 0.01 0.00 0.01
H 0.409460 -1.492365 -2.910372 0.02 -0.04 0.00
H 0.490930 -1.369348 -4.679361 0.01 0.01 0.01
H -1.016810 -1.888593 -3.881224 0.04 0.00 -0.01
H -0.591246 -1.683796 2.823689 0.00 0.01 -0.03
H 1.169937 -1.542625 3.112994 -0.16 -0.02 0.17
H 0.241060 -2.734046 3.998247 -0.08 0.02 0.00
H 2.084731 -4.578922 1.411139 0.01 -0.01 0.00
H 1.407117 -4.873102 3.032350 -0.01 -0.02 0.01
H 2.521312 -3.509435 2.742627 -0.01 0.01 0.00
S 5.170732 -0.654638 5.725877 -0.01 -0.06 0.09
Sb 4.321077 0.278572 3.832739 0.18 0.05 0.09
S 4.091139 -1.445922 2.244003 0.19 -0.14 0.17
S 1.672457 1.814269 4.178322 -0.08 0.05 0.31
S -0.942616 0.469599 4.721033 -0.01 0.07 0.02
C -0.094726 1.828285 4.255657 0.15 -0.07 0.05
```
Positions in Å, forces in eV/Å.


Computed values of ΔE to the lowest compared entry with this formula, charge and spin (unit: kcal per mole) for the preceding records, in sequence: 54.1 44.1 23.8.